Entry 1:
24
Properties=species:S:1:pos:R:3:forces:R:3:mulliken_charge:R:1 method="wB97M-V/def2-TZVPD" orbital_gap_ha=0.2309 e_homo_ev=-6.9651 lumo_energy_ev=-0.68 total_charge=0
Pb 0.46420 -0.73916 0.18849 -0.981 -0.256 -1.893 0.750
I -2.57890 0.12006 1.30533 0.038 0.332 0.153 -0.641
S 2.01303 -1.20168 2.26278 0.422 0.576 0.657 -0.401
N 0.39545 0.94770 2.89415 0.411 -1.386 -0.056 -0.202
N 1.01006 1.53621 1.73450 0.214 -0.191 0.012 -0.427
N -0.02245 -1.09957 3.89274 0.328 0.222 -0.213 -0.326
C 2.22676 -0.05259 -1.15422 -0.360 0.140 0.382 -1.354
C -1.63508 0.57734 -3.17289 0.373 0.848 0.557 -0.586
C -1.73343 -0.91606 -3.20318 0.195 -0.896 0.595 -0.517
C 0.69950 -0.39199 3.02009 -0.285 0.211 1.508 0.385
H -0.62196 1.13931 2.94792 0.387 -0.129 -0.382 0.211
H -2.46341 0.98228 -2.57460 0.180 0.135 -0.430 0.246
H 2.01778 1.32571 1.83257 -0.559 0.479 -0.038 0.276
H -0.72701 -0.64976 4.45559 -0.244 -0.210 -0.111 0.245
H 2.83704 0.37978 -0.34823 0.339 0.000 -0.698 0.309
H 0.84874 2.54871 1.76232 0.109 -0.534 0.051 0.259
H 0.13086 -2.10512 3.93963 -0.130 0.632 0.083 0.215
H -1.57224 1.02097 -4.16388 -0.280 0.199 0.030 0.297
H -1.20046 -1.25893 -2.30098 -0.425 -0.441 -0.271 -0.063
H -1.25475 -1.39661 -4.05824 -0.009 0.148 -0.014 0.295
H 2.03064 0.63788 -1.99034 0.170 -0.288 0.455 0.346
H -2.77118 -1.25435 -3.14211 0.188 -0.093 -0.051 0.272
H 2.62888 -1.01594 -1.50509 0.129 0.411 0.045 0.365
H -0.72208 0.86579 -2.62234 -0.209 0.091 -0.370 0.047

***

Entry 2:
17
Properties=species:S:1:pos:R:3:forces:R:3:mulliken_charge:R:1 method="wB97M-V/def2-TZVPD" orbital_gap_ha=0.3003 relative_energy_kcal_mol=81.2 e_homo_ev=-8.6238 lumo_energy_ev=-0.45 total_charge=0
I 1.89681 -1.84799 -0.28759 -0.324 -0.158 0.141 0.041
O 2.48124 2.79254 0.93401 0.108 -0.341 -0.279 -0.383
O 2.83901 0.61612 -0.45892 0.707 -0.035 -0.291 -0.651
N 1.68064 0.86214 -0.00267 0.292 -1.101 -0.087 0.532
C 0.77691 -0.05504 0.23968 2.124 -2.217 -1.136 -0.120
C 1.61684 2.19110 0.38367 -2.198 3.120 1.224 -0.051
C -0.69642 -0.24260 0.33322 -0.530 0.293 -0.026 0.764
C -1.32165 0.10680 -1.02870 -0.052 0.138 0.099 -1.243
C -1.02107 -1.71571 0.62550 -0.061 0.036 0.250 -1.888
H -1.12644 0.38215 1.12202 0.054 0.045 -0.038 0.305
H -1.39328 1.17981 -1.18502 0.030 0.114 -0.065 0.354
H -2.06687 -1.84682 0.88183 -0.237 0.239 0.070 0.435
H 0.61553 2.65193 0.18711 0.366 -0.198 -0.014 0.293
H -0.82195 -2.31220 -0.26418 -0.088 0.025 0.122 0.435
H -0.72756 -0.32819 -1.83199 0.018 -0.020 -0.017 0.318
H -2.31987 -0.32282 -1.08344 -0.102 0.072 0.003 0.414
H -0.41189 -2.11121 1.43545 -0.109 -0.012 0.043 0.447

***

Entry 3:
75
Properties=species:S:1:pos:R:3:forces:R:3:mulliken_charge:R:1 method="wB97M-V/def2-TZVPD" spin_multiplicity=5 orbital_gap_ha="0.2111 / 0.1438" relative_energy_kcal_mol=25.4 e_homo_ev="-8.0118 / -9.6268" lumo_energy_ev="-2.27 / -5.71" total_charge=+1
Pt -0.59145 0.10539 -0.23569 0.745 0.160 -0.278 0.514
Te 4.12455 -1.26515 -0.17752 0.080 0.005 0.160 0.762
O 2.71857 -1.51991 2.18083 -0.049 -0.021 0.022 -0.764
O 1.53993 -0.56640 0.57361 -0.252 0.052 0.008 -0.983
N -0.84433 -1.06276 1.82168 -0.163 0.022 0.116 -0.437
N 1.44331 1.43051 3.36379 -0.166 -0.131 0.081 -0.065
N 0.50209 0.85920 -2.33313 -0.172 -0.156 -0.143 0.559
N 0.27568 2.87324 1.98741 0.007 -0.310 -0.538 -0.348
N -4.41956 0.50178 8.50732 0.006 0.015 0.010 -0.468
N 0.00508 2.99524 4.27632 0.094 -0.014 -0.130 -0.290
C 1.62683 -1.23746 1.65455 0.225 0.271 0.168 -0.196
C 0.34139 -0.40932 4.65702 0.083 -0.067 -0.063 0.177
C -3.65549 1.60747 3.88544 0.023 0.005 0.017 -0.153
C -2.12454 0.74243 -1.32943 -0.161 0.044 0.445 -1.001
C 5.07986 -1.22414 -4.40981 0.001 0.003 0.006 -0.679
C 5.10304 -1.22284 -2.00518 -0.154 0.017 -0.116 0.443
C -4.35627 0.49871 7.36030 0.033 -0.033 -0.056 -0.069
C 7.18128 -1.21671 -3.21648 0.002 -0.001 0.000 -0.602
C -1.91705 1.43837 -2.49478 -0.017 0.002 -0.024 1.441
C -2.97062 2.02390 -3.22919 0.033 -0.063 -0.042 -1.020
C 1.49457 0.59649 4.57575 -0.059 -0.028 -0.098 -1.139
C 6.50427 -1.21989 -2.01020 -0.045 -0.006 -0.004 -0.600
C -4.03673 0.48422 3.14426 0.086 0.072 -0.016 0.456
C 0.49564 -1.72626 3.87306 -0.003 0.020 0.026 -1.113
C -4.29664 1.99079 -2.73388 -0.008 0.025 -0.027 -0.480
C -3.57152 0.44233 -0.93472 0.060 0.145 -0.027 1.541
C 1.80988 1.49012 -2.32698 0.005 0.001 0.093 -0.958
C -4.52941 -0.63606 3.82037 0.048 -0.011 -0.012 -0.508
C 0.57680 -0.44522 -2.98795 0.047 0.050 -0.020 -1.122
C -0.50855 1.70000 -2.98710 0.001 0.042 0.051 -1.124
C 6.47054 -1.22009 -4.41102 0.008 0.003 -0.013 -0.417
C 0.57556 2.42726 3.20229 -0.051 -0.049 0.285 0.817
C -4.63509 -0.63429 5.19889 0.020 0.002 0.021 -0.726
C -4.61202 1.29252 -1.62295 0.038 -0.024 0.039 -1.129
C -3.76458 1.61585 5.26306 0.054 0.023 -0.017 -0.769
C -3.74884 0.46718 0.52541 0.100 -0.040 -0.105 -0.936
C 4.39001 -1.22200 -3.21132 0.070 0.016 0.002 0.015
C 0.34638 -1.72942 2.34117 0.040 0.047 0.099 0.776
C -4.25120 0.49189 5.92527 -0.050 -0.029 0.045 0.586
C -3.89574 0.48851 1.71910 -0.064 -0.105 0.055 -0.138
H -1.60010 -1.70907 1.63558 -0.002 -0.009 0.000 0.358
H -5.06714 2.54992 -3.25018 -0.003 -0.004 -0.012 0.403
H -2.75355 2.57074 -4.13899 -0.003 -0.006 -0.007 0.404
H 0.37064 2.82723 5.19629 -0.004 0.024 0.010 0.183
H -1.20933 -0.37377 2.46759 -0.052 0.046 -0.005 -0.054
H 3.30722 -1.22131 -3.21219 0.027 0.002 0.000 0.273
H 1.87315 1.06035 2.53051 -0.012 -0.049 -0.197 0.057
H 2.50337 0.87720 -1.74455 -0.014 0.014 0.004 -0.081
H 1.74926 2.47538 -1.86504 -0.007 -0.026 0.031 0.364
H 7.06120 -1.22169 -1.08064 0.001 -0.009 0.002 0.333
H -0.24997 2.74621 -2.80449 0.007 -0.009 0.051 0.464
H -0.58068 0.12491 4.40991 -0.157 -0.083 -0.027 -0.122
H -3.48022 2.48918 5.83537 -0.022 0.003 -0.002 0.472
H 7.00501 -1.21995 -5.35158 0.002 -0.003 0.001 0.396
H -0.46222 1.55153 -4.07556 -0.011 0.070 -0.023 0.406
H -0.58900 3.79746 4.16056 -0.043 -0.030 -0.006 0.235
H -5.01394 -1.50186 5.72173 -0.014 0.002 -0.010 0.494
H -3.75443 -0.60441 -1.23973 -0.001 -0.012 0.044 0.281
H 1.22357 -1.10682 -2.40707 -0.031 -0.017 0.006 0.141
H -0.41364 -0.89298 -3.02780 -0.009 0.004 -0.004 0.480
H 0.97218 -0.35143 -4.01141 0.006 -0.013 -0.001 0.369
H 2.45825 0.09195 4.58992 0.030 0.019 -0.112 0.415
H 8.26264 -1.21632 -3.22693 0.001 0.005 -0.004 0.390
H 0.30473 2.20972 1.19601 -0.091 0.070 0.167 -0.122
H 2.22232 1.60786 -3.33990 -0.012 0.000 -0.014 0.352
H 1.48114 -2.14645 4.07356 -0.012 -0.010 0.132 0.393
H -5.62056 1.27651 -1.23115 -0.008 -0.009 -0.005 0.404
H -0.41912 3.59595 1.89124 0.020 0.030 -0.008 0.280
H 1.48452 1.26077 5.44071 0.045 -0.098 0.046 0.436
H -4.82354 -1.50828 3.25236 -0.032 0.014 0.004 0.520
H 0.30404 -2.78143 2.04231 -0.050 0.011 -0.004 0.379
H 4.53685 -1.22841 -5.34518 -0.001 -0.001 -0.002 0.410
H -3.28511 2.47741 3.35855 -0.039 0.012 -0.005 0.579
H -0.23370 -2.42400 4.28950 -0.052 0.016 -0.086 0.476
H 0.22767 -0.70313 5.70305 0.054 0.093 0.016 0.376

***

Entry 4:
90
Properties=species:S:1:pos:R:3:forces:R:3:mulliken_charge:R:1 method="wB97M-V/def2-TZVPD" orbital_gap_ha=0.2062 relative_energy_kcal_mol=0.0 e_homo_ev=-1.6221 lumo_energy_ev=3.99 total_charge=-2
In 2.43396 0.41664 -0.22396 0.502 0.426 0.407 0.998
Se 3.70824 3.25440 -2.08321 -0.181 0.570 -0.609 0.542
As -1.44072 -0.54016 1.80760 -0.445 -0.099 0.765 1.043
S 6.67705 -1.41007 1.34094 -0.044 0.051 0.034 -0.201
S 0.59065 1.62019 0.96621 0.411 -0.063 -0.556 -0.335
S 4.36134 0.12817 -2.00204 -0.229 0.073 -0.063 -0.329
S 7.21085 -0.14017 -1.21315 -0.018 -0.017 0.003 -0.200
S 3.73471 -1.31224 1.13026 -0.405 -0.072 0.126 -0.480
S 3.93317 2.47673 0.68634 -0.062 -0.583 0.260 -0.366
O -0.14154 -1.70189 1.30571 0.208 -0.126 -0.098 -0.013
O 9.11064 -1.04042 0.38728 0.068 0.019 0.029 -0.669
N -2.24472 -0.00956 -3.15754 0.643 0.063 0.370 1.025
N -2.90449 -0.18996 -1.16801 -0.214 -0.031 0.160 -0.196
N 1.00476 -1.97578 -2.07177 -0.261 -0.139 -0.336 -0.734
N 2.03562 2.77286 -1.92483 -0.487 -0.269 0.127 -0.109
N -1.65696 0.29969 -1.09825 0.184 0.050 -0.655 0.494
N -3.27240 -0.37702 -2.37933 -0.266 0.008 -0.284 -0.769
N 3.31310 4.74447 -2.92412 0.039 0.267 -0.276 -0.926
C -1.20940 -2.22089 -5.16760 0.005 0.105 -0.154 -1.316
C 0.67101 0.92903 5.78032 -0.016 0.032 0.079 -0.424
C 1.45266 2.87051 1.85890 0.036 0.201 0.080 -0.055
C -1.57690 -3.13647 -0.02811 0.111 0.356 0.065 0.376
C -2.46501 -1.36817 -5.30242 0.011 0.068 0.423 0.734
C -0.67282 1.18574 5.54502 0.008 0.029 0.038 -0.631
C -2.26234 -2.64503 3.83628 0.096 -0.008 0.086 -0.566
C 3.31698 4.42031 2.46831 -0.155 -0.073 0.030 -1.635
C 2.73210 3.25672 1.70266 0.042 -0.066 -0.080 1.401
C -3.69319 -2.11589 -4.78305 0.035 0.076 -0.200 -1.440
C -3.85346 -2.09373 2.13586 0.029 0.131 0.019 -0.343
C 0.37960 -5.08342 0.12717 -0.002 0.027 0.043 -0.523
C 1.40665 0.18987 4.86338 -0.039 -0.034 0.053 -0.509
C 0.59365 -3.84771 0.70710 0.081 0.129 0.096 -0.396
C -0.14997 3.81403 -2.31118 -0.360 0.075 -0.122 -0.252
C -4.72180 -3.06173 2.61694 -0.044 -0.036 0.052 -0.520
C 0.55876 3.51813 2.90010 0.064 -0.075 -0.097 -2.150
C -3.13530 -3.60085 4.33790 0.010 -0.033 0.004 -0.617
C -0.82216 -5.36932 -0.50620 -0.025 -0.075 -0.113 -0.608
C 7.92000 -0.89588 0.20994 -0.119 0.011 -0.076 0.580
C -4.35565 -3.82448 3.71635 -0.052 -0.063 -0.036 -0.442
C 1.25521 3.75382 -2.41147 0.716 -0.042 0.027 0.131
C -0.54043 -0.02893 3.46195 0.080 0.012 0.222 -0.015
C 0.80137 -0.29010 3.71132 0.078 -0.066 -0.091 0.077
C -0.80976 4.87003 -2.88923 -0.038 -0.426 0.193 -0.866
C -2.60501 -1.88925 2.72070 -0.084 0.061 -0.194 0.105
C -1.27052 0.70995 4.38777 -0.072 -0.089 -0.225 -0.540
C 5.26108 -0.94200 0.39536 0.433 0.042 -0.048 0.174
C 5.50954 -0.36468 -0.79796 0.284 -0.119 0.195 0.077
C -1.78374 -4.37674 -0.60788 -0.016 -0.090 0.033 -1.147
C -2.29591 0.00338 -4.61084 -0.249 -0.183 -0.348 -1.098
C -0.39824 -2.86821 0.66297 0.013 -0.357 -0.005 0.335
C -1.25226 0.40492 -2.34298 -0.415 -0.089 0.008 -1.011
C 1.38464 -1.09216 -1.43468 -0.218 0.140 -0.068 0.043
C 1.97344 4.84838 -3.00007 0.246 -0.331 0.242 0.560
C 1.26274 5.90476 -3.60008 -0.364 0.241 -0.079 -0.687
C -0.10999 5.89073 -3.56279 0.328 0.279 -0.155 -0.387
H -1.24742 1.76992 6.25499 -0.005 -0.004 -0.012 0.320
H -0.30521 0.78472 -2.67790 0.152 -0.062 -0.017 0.593
H 4.04821 4.06696 3.19991 0.032 0.018 0.013 0.267
H 1.80556 6.71173 -4.07570 0.026 -0.011 -0.006 0.424
H -2.31507 0.92463 4.17539 -0.007 0.030 0.134 0.367
H -4.13476 -1.48332 1.28228 -0.003 -0.072 -0.049 0.300
H 0.90254 3.25165 3.90319 -0.090 0.036 0.057 0.276
H 0.54471 4.60684 2.81841 -0.061 0.011 -0.009 0.491
H 2.55460 4.99848 2.98885 0.056 0.040 0.040 0.416
H 2.45702 -0.00864 5.03757 0.008 0.023 -0.038 0.427
H -2.86570 -4.18165 5.21275 0.055 -0.005 -0.032 0.384
H -3.12934 0.64910 -4.90188 0.096 0.037 0.036 0.409
H -5.01273 -4.60626 4.07899 -0.041 0.042 0.048 0.350
H -1.88950 4.92714 -2.81719 -0.002 -0.002 0.017 0.420
H 1.14602 1.31921 6.67289 0.012 -0.018 0.007 0.324
H -0.38762 -1.79886 -5.74995 0.044 -0.013 0.062 0.349
H -3.51809 -2.47748 -3.77298 -0.047 -0.018 0.067 0.214
H -2.30581 -2.34495 -0.12909 -0.131 -0.070 -0.059 0.403
H -0.45645 3.14459 2.77988 -0.051 0.093 0.104 0.388
H -5.67548 -3.22975 2.13046 -0.007 0.008 -0.001 0.392
H -3.90780 -2.97401 -5.42242 0.023 -0.019 -0.021 0.450
H -1.39790 -3.23209 -5.53307 0.035 -0.008 0.018 0.393
H -2.62220 -1.13717 -6.36329 -0.014 0.077 0.066 0.267
H -0.67085 6.68725 -4.03792 0.023 0.038 0.025 0.344
H -2.70589 -4.56940 -1.14486 -0.020 0.030 0.035 0.402
H 1.38578 -0.84394 2.98659 -0.009 0.017 0.024 0.162
H 3.84175 5.07739 1.77245 0.037 0.037 0.036 0.322
H 1.16748 -5.82566 0.16435 -0.006 -0.024 0.021 0.388
H -0.99939 -6.35081 -0.92849 0.022 0.015 -0.076 0.362
H -4.57053 -1.46729 -4.76463 -0.047 -0.047 0.047 0.370
H -1.36157 0.45995 -4.93904 -0.056 0.072 0.011 0.289
H -0.67332 3.06331 -1.73661 -0.022 -0.110 0.000 0.603
H -1.30646 -2.48855 4.32406 0.017 0.013 -0.050 0.404
H -0.88272 -2.28467 -4.13221 0.085 -0.082 0.173 0.237
H 1.53929 -3.60890 1.17642 0.011 0.036 0.027 0.306

***

Entry 5:
8
Properties=species:S:1:pos:R:3:forces:R:3:mulliken_charge:R:1 method="wB97M-V/def2-TZVPD" orbital_gap_ha="0.2922 / 0.2671" relative_energy_kcal_mol=101.8 e_homo_ev="-8.2000 / -7.5593" lumo_energy_ev="-0.25 / -0.29" total_charge=0
I 1.74717 -0.31116 -0.84418 0.169 -1.685 -1.227 0.162
S 0.42985 1.39554 0.93208 0.382 2.021 1.477 0.022
N -0.91773 0.68012 0.68845 -2.819 -1.218 -1.029 -0.493
C 0.22576 -1.60327 -0.40978 1.252 0.839 -0.317 -0.815
H 0.40125 -2.09650 0.49833 0.253 -0.756 0.982 0.340
H 0.26458 2.28383 -0.01807 0.962 1.186 -0.513 0.157
H -0.77585 -1.39500 -0.65186 -0.809 0.359 -0.802 0.371
H -1.37503 1.04644 -0.19497 0.609 -0.746 1.431 0.256

***

Entry 6:
21
Properties=species:S:1:pos:R:3:forces:R:3:mulliken_charge:R:1 method="wB97M-V/def2-TZVPD" smiles="CC(=O)C1=C(C#N)C(C)(C)N=N1" orbital_gap_ha="0.2772 / 0.2779" relative_energy_kcal_mol=91.4 e_homo_ev="-9.6153 / -9.6173" lumo_energy_ev="-2.07 / -2.06" total_charge=0
O 2.75871 -1.18148 0.70579 0.444 -0.822 0.658 -0.550
N -0.69634 1.16462 -0.88005 -3.054 0.508 -0.492 -0.740
N 0.49763 1.14605 -0.75290 4.250 2.522 -1.472 -0.130
N -0.23258 -2.59292 2.04392 -0.141 -3.131 2.918 -0.433
C 1.08344 0.14086 -0.09141 -8.648 -5.321 2.537 0.325
C -2.18882 0.72631 0.90285 0.617 0.370 -0.958 -1.391
C 2.42168 -0.13168 0.23568 1.335 1.047 -0.600 0.626
C -1.34275 0.08563 -0.18283 0.828 -2.377 -0.280 1.497
C 3.30204 1.01040 -0.16760 3.373 -1.977 1.237 -1.080
C -0.20993 -0.74327 0.35313 5.135 4.504 -1.465 0.062
C -0.16057 -1.77252 1.28279 -0.317 2.453 -2.665 0.093
C -2.05304 -0.78634 -1.26254 -1.230 -0.863 -0.565 -1.403
H 3.87127 1.41219 0.74677 -1.077 -0.106 -1.579 0.262
H -2.88388 -1.41773 -0.87528 1.038 -0.057 0.553 0.372
H 4.06823 0.53497 -0.83330 -0.165 0.254 0.749 0.289
H -2.92809 1.26714 0.28507 0.144 0.336 1.229 0.380
H -1.52613 1.24863 1.61742 -0.530 0.586 -0.766 0.343
H -2.68969 -0.24144 -1.99125 1.125 0.445 0.209 0.359
H -1.30579 -1.45113 -1.79219 -0.958 0.894 0.474 0.345
H -2.58461 -0.03913 1.49516 -1.247 -1.207 0.670 0.398
H 2.79921 1.62083 -0.83925 -0.922 1.941 -0.389 0.372